[1]
The following is a DFT calculation (ωB97M-V/def2-TZVPD) of a structure of composition C21H53CuNO14P3 at a distorted geometry.

Calculated values
DFT total energy (eV): -125303.3428
Net charge: -1
⟨S²⟩: 0.75
Multiplicity: 2
E_LUMO (spin up / spin down) (eV): 2.377 / 2.368
Orbital gap (spin up / spin down) (eV): 3.384 / 6.480

Last column: Löwdin charge in e.
CARTESIAN COORDINATES (ANGSTROEM)
Cu 2.00 1.18 -1.48  0.05
O -0.03 1.46 -0.65  -0.49
H -0.81 0.88 -0.60  -0.11
C -0.51 4.95 0.02  -0.32
O -1.16 5.81 -0.64  -0.06
N -0.23 5.03 1.30  -0.18
C 0.42 3.94 1.99  -0.06
C -0.75 6.20 2.03  -0.03
H -0.09 4.00 -0.36  0.12
H 1.21 3.40 1.47  0.07
H -0.31 3.24 2.39  0.09
H 0.74 4.29 2.97  0.08
H -1.64 5.88 2.58  0.09
H 0.02 6.52 2.73  0.08
H -0.91 7.02 1.34  0.08
C 5.28 4.58 2.14  -0.07
C 3.86 4.19 1.76  -0.29
O 3.51 3.00 2.42  -0.20
P 3.65 1.58 1.66  0.49
O 3.45 1.63 0.19  -0.33
O 2.74 0.48 2.35  -0.18
C 1.39 0.15 1.98  -0.25
C 0.59 -0.31 3.20  -0.07
O 5.10 0.98 2.17  -0.19
C 5.44 1.01 3.56  -0.30
C 6.91 1.25 3.74  -0.08
H 5.96 3.76 1.92  0.07
H 5.60 5.49 1.64  0.08
H 5.39 4.88 3.19  0.08
H 3.29 5.01 2.19  0.11
H 3.74 4.14 0.67  0.12
H 0.95 1.03 1.53  0.07
H 1.27 -0.68 1.28  0.10
H 0.27 0.55 3.78  0.06
H -0.23 -0.94 2.84  0.07
H 1.13 -0.85 3.98  0.07
H 4.87 1.72 4.16  0.11
H 5.08 0.07 3.97  0.12
H 7.35 1.73 2.86  0.07
H 7.17 1.86 4.60  0.08
H 7.41 0.28 3.68  0.07
C -2.69 -6.91 -0.97  -0.08
C -1.76 -7.64 -0.06  -0.30
O -0.45 -7.16 -0.18  -0.21
P -0.02 -5.75 0.56  0.52
O -0.34 -5.75 2.00  -0.24
O -0.46 -4.52 -0.44  -0.18
C -0.62 -3.22 0.11  -0.29
C -1.79 -2.63 -0.61  -0.08
O 1.60 -5.72 0.38  -0.20
C 2.42 -6.82 0.82  -0.28
C 3.50 -6.93 -0.20  -0.08
H -3.53 -7.47 -1.38  0.07
H -3.14 -6.03 -0.49  0.07
H -2.11 -6.58 -1.84  0.09
H -2.02 -7.68 0.99  0.12
H -1.61 -8.67 -0.40  0.12
H -0.83 -3.09 1.18  0.12
H 0.25 -2.61 -0.13  0.12
H -2.13 -1.65 -0.30  0.08
H -1.77 -2.68 -1.70  0.07
H -2.61 -3.33 -0.43  0.07
H 2.84 -6.55 1.79  0.12
H 1.84 -7.74 0.97  0.11
H 4.00 -5.98 -0.34  0.09
H 4.28 -7.63 0.08  0.08
H 3.04 -7.27 -1.13  0.08
C -4.22 3.60 -0.19  -0.05
C -3.10 3.02 -1.18  -0.25
O -3.75 2.16 -2.11  -0.20
P -3.41 2.14 -3.73  0.50
O -3.50 3.46 -4.41  -0.25
O -2.02 1.34 -3.88  -0.15
C -1.80 0.04 -3.49  -0.32
C -0.43 -0.56 -3.92  -0.06
O -4.54 1.14 -4.25  -0.20
C -5.83 1.63 -4.64  -0.28
C -6.68 0.38 -4.77  -0.08
H -4.80 2.76 0.19  0.06
H -3.78 4.17 0.63  0.06
H -4.99 4.16 -0.71  0.06
H -2.44 3.77 -1.63  0.10
H -2.39 2.50 -0.55  0.08
H -1.92 0.00 -2.41  0.09
H -2.60 -0.63 -3.76  0.11
H -0.35 -0.46 -5.00  0.07
H 0.47 -0.10 -3.49  0.00
H -0.33 -1.60 -3.62  0.06
H -6.21 2.37 -3.94  0.12
H -5.84 2.22 -5.56  0.11
H -7.70 0.58 -5.09  0.07
H -6.20 -0.29 -5.48  0.07
H -6.65 -0.15 -3.82  0.08

[2]
The following is a DFT calculation (ωB97M-V/def2-TZVPD) of a cluster of 7 separate species, C21H54Cl2O20P4 in total at a distorted geometry.

Calculated values
SMILES: COP(=O)(OC)OC.COP(=O)(OC)OC.COP(=O)(OC)OC.COP(=O)(OC)OC.CCOC(C)=O.CCOC(C)=O.ClCCl
DFT total energy (eV): -125808.0617
E_LUMO (eV): 0.153
Orbital gap (eV): 10.363
Relative energy (zero: lowest compared OMol25 entry of this formula, charge and spin) (kcal per mole): 0.0

Last column: Löwdin charge in e.
CARTESIAN COORDINATES (ANGSTROEM)
C 8.13 -2.38 3.60  -0.14
O 7.04 -3.06 4.15  -0.21
P 6.11 -2.29 5.22  0.46
O 5.36 -1.13 4.66  -0.25
O 5.25 -3.57 5.84  -0.24
C 4.21 -4.17 5.02  -0.10
O 7.13 -1.97 6.39  -0.19
C 6.78 -2.08 7.77  -0.10
H 9.06 -2.65 4.11  0.09
H 8.13 -1.30 3.72  0.09
H 8.18 -2.55 2.53  0.09
H 3.28 -4.49 5.49  0.08
H 4.66 -5.01 4.50  0.09
H 3.81 -3.51 4.25  0.08
H 6.24 -1.20 8.11  0.09
H 7.51 -2.32 8.53  0.09
H 6.06 -2.88 7.96  0.07
C -10.97 -2.09 -6.48  -0.14
O -10.04 -1.15 -6.05  -0.21
P -9.99 -0.55 -4.54  0.49
O -9.00 0.53 -4.21  -0.25
O -11.55 -0.27 -4.22  -0.24
C -12.31 0.81 -4.81  -0.09
O -9.70 -1.90 -3.64  -0.25
C -9.38 -1.91 -2.21  -0.08
H -11.66 -2.42 -5.70  0.08
H -10.61 -3.03 -6.90  0.09
H -11.66 -1.59 -7.16  0.09
H -12.78 0.50 -5.74  0.08
H -11.84 1.79 -4.91  0.09
H -13.09 0.99 -4.08  0.09
H -8.51 -2.56 -2.09  0.08
H -10.20 -2.16 -1.53  0.08
H -9.06 -0.91 -1.93  0.08
C -4.61 1.07 1.46  -0.14
O -3.35 1.53 1.19  -0.21
P -2.05 1.05 1.99  0.53
O -2.11 1.22 3.51  -0.27
O -2.07 -0.52 1.40  -0.23
C -1.18 -1.45 1.94  -0.15
O -0.79 1.59 1.18  -0.21
C 0.53 1.44 1.65  -0.10
H -5.16 1.12 0.52  0.10
H -5.16 1.79 2.07  0.09
H -4.60 0.06 1.86  0.09
H -0.76 -1.18 2.91  0.08
H -0.30 -1.69 1.33  0.08
H -1.67 -2.41 2.09  0.08
H 0.58 0.94 2.63  0.09
H 0.95 2.45 1.68  0.09
H 1.13 0.88 0.93  0.09
C 6.83 8.13 -2.40  -0.06
O 5.85 8.68 -3.37  -0.24
P 4.50 9.42 -2.82  0.48
O 4.78 10.89 -2.47  -0.27
O 3.52 9.30 -4.07  -0.22
C 3.69 10.15 -5.18  -0.12
O 3.90 8.43 -1.69  -0.22
C 3.32 7.18 -2.03  -0.11
H 6.27 7.86 -1.51  0.07
H 7.67 8.82 -2.32  0.09
H 7.25 7.16 -2.68  0.08
H 4.74 10.14 -5.48  0.08
H 3.69 11.24 -5.07  0.09
H 3.00 9.88 -5.97  0.09
H 2.41 6.87 -1.51  0.09
H 4.03 6.41 -1.74  0.08
H 3.27 7.02 -3.11  0.09
C -5.89 -4.15 3.04  -0.06
C -6.03 -5.45 2.12  -0.15
O -5.67 -4.99 0.77  -0.02
C -5.57 -5.91 -0.17  -0.55
C -5.04 -5.38 -1.46  0.01
O -5.89 -7.10 -0.04  0.06
H -6.20 -4.32 4.07  0.07
H -6.73 -3.54 2.72  0.06
H -4.95 -3.60 2.99  0.07
H -5.19 -6.10 2.37  0.11
H -6.99 -5.96 2.26  0.12
H -4.26 -4.63 -1.34  0.09
H -5.86 -5.05 -2.11  0.09
H -4.59 -6.22 -1.99  0.09
C 8.85 -1.93 -3.49  -0.09
C 7.50 -2.50 -3.76  -0.23
O 6.67 -2.42 -2.56  -0.04
C 5.34 -2.87 -2.65  -0.43
C 4.65 -3.01 -1.26  0.01
O 4.66 -3.18 -3.64  0.06
H 8.77 -0.95 -3.02  0.08
H 9.44 -1.61 -4.35  0.08
H 9.46 -2.50 -2.79  0.08
H 7.02 -2.06 -4.64  0.12
H 7.60 -3.57 -3.94  0.12
H 3.63 -2.62 -1.24  0.08
H 5.30 -2.44 -0.59  0.07
H 4.61 -4.02 -0.88  0.08
Cl 3.21 3.99 5.37  0.51
C 2.36 2.99 6.53  -0.98
Cl 3.48 2.76 7.97  0.41
H 1.42 3.41 6.89  0.03
H 2.18 1.95 6.26  0.02

[3]
The following is a DFT calculation (ωB97M-V/def2-TZVPD) of a cluster of 5 separate species, C21H54N2O7 in total at a distorted geometry.

Calculated values
SMILES: COCCNCCOC.COCCNCCOC.CC(C)O.CC(C)O.CC(C)O
DFT total energy (eV): -39960.9896
E_LUMO (eV): 0.532
Orbital gap (eV): 8.897
Relative energy (zero: lowest compared OMol25 entry of this formula, charge and spin) (kcal per mole): 36.0

Last column: Löwdin charge in e.
CARTESIAN COORDINATES (ANGSTROEM)
C -0.37 -2.24 -1.80  -0.13
O -0.79 -1.78 -3.06  -0.20
C -1.84 -0.81 -2.98  -0.21
C -2.38 -0.76 -4.41  -0.21
N -3.63 -0.01 -4.55  -0.08
C -4.08 0.07 -5.93  -0.21
C -4.81 -1.20 -6.41  -0.24
O -5.33 -0.86 -7.66  -0.21
C -5.98 -1.92 -8.35  -0.10
H 0.10 -1.48 -1.15  0.08
H 0.33 -3.05 -1.98  0.09
H -1.22 -2.62 -1.22  0.07
H -1.39 0.17 -2.75  0.12
H -2.52 -1.07 -2.17  0.12
H -2.68 -1.75 -4.74  0.11
H -1.52 -0.49 -5.03  0.12
H -3.68 0.82 -3.99  0.10
H -3.20 0.14 -6.58  0.11
H -4.64 0.98 -6.11  0.12
H -5.59 -1.37 -5.66  0.12
H -4.18 -2.10 -6.45  0.12
H -5.36 -2.82 -8.40  0.09
H -6.25 -1.57 -9.35  0.08
H -6.96 -1.99 -7.87  0.09
C 2.52 4.56 1.96  -0.13
O 2.87 3.65 0.94  -0.19
C 2.61 2.27 1.24  -0.19
C 3.08 1.74 2.60  -0.21
N 4.49 1.42 2.67  -0.06
C 4.89 0.29 1.89  -0.21
C 6.42 0.18 1.87  -0.23
O 7.01 1.30 1.26  -0.20
C 8.39 1.45 1.58  -0.11
H 1.69 4.22 2.58  0.08
H 2.18 5.48 1.48  0.09
H 3.39 4.76 2.60  0.09
H 3.05 1.77 0.38  0.12
H 1.52 2.18 1.19  0.10
H 2.41 0.94 2.95  0.11
H 2.87 2.52 3.34  0.11
H 4.92 1.63 3.55  0.12
H 4.57 0.30 0.85  0.12
H 4.54 -0.66 2.32  0.12
H 6.75 -0.75 1.39  0.12
H 6.79 0.17 2.91  0.11
H 8.72 2.32 1.03  0.09
H 8.85 0.48 1.33  0.08
H 8.60 1.59 2.65  0.08
C -0.70 -0.29 3.13  -0.05
C -1.93 -1.20 2.99  -0.44
C -2.50 -1.03 1.59  -0.04
O -1.42 -2.55 3.09  -0.08
H -0.97 0.76 2.98  0.06
H 0.06 -0.51 2.38  0.08
H -0.22 -0.38 4.10  0.08
H -2.71 -0.99 3.72  0.14
H -3.42 -1.63 1.52  0.09
H -1.80 -1.35 0.83  0.07
H -2.91 -0.02 1.44  0.07
H -1.58 -2.85 3.99  0.10
C -2.21 5.19 0.53  -0.06
C -1.58 4.15 1.47  -0.48
C -2.67 3.32 2.17  -0.06
O -0.79 3.25 0.71  -0.06
H -3.14 4.78 0.12  0.08
H -1.63 5.41 -0.37  0.08
H -2.47 6.14 0.98  0.08
H -1.06 4.73 2.24  0.13
H -3.24 2.68 1.49  0.08
H -3.42 4.05 2.49  0.08
H -2.23 2.70 2.94  0.06
H -0.44 3.70 -0.07  0.08
C 1.76 -3.53 2.01  -0.06
C 0.82 -4.69 1.63  -0.46
C 0.40 -5.56 2.80  -0.06
O -0.37 -4.08 1.12  -0.10
H 2.74 -4.01 2.20  0.07
H 1.50 -2.90 2.85  0.07
H 1.98 -3.00 1.08  0.07
H 1.25 -5.27 0.81  0.13
H -0.22 -5.02 3.51  0.07
H 1.20 -6.07 3.34  0.08
H -0.30 -6.31 2.41  0.08
H -0.96 -3.74 1.83  0.05

[4]
The following is a DFT calculation (ωB97M-V/def2-TZVPD) of a structure of composition C21H55Be3N5O8 at a distorted geometry.

Calculated values
DFT total energy (eV): -47651.5068
Net charge: +4
E_LUMO (eV): -15.093
Orbital gap (eV): 2.373
Relative energy (zero: lowest compared OMol25 entry of this formula, charge and spin) (kcal per mole): 43.6

Last column: Löwdin charge in e.
CARTESIAN COORDINATES (ANGSTROEM)
Be 12.46 11.06 35.95  1.20
Be 9.62 6.34 35.19  1.10
Be 8.63 10.45 33.04  1.24
C 11.05 8.88 34.22  -1.12
O 10.04 8.39 33.78  0.00
O 11.54 8.25 35.10  0.01
O 11.31 10.09 33.99  -0.08
C 10.49 13.89 30.48  -0.01
C 10.10 12.50 30.99  -0.38
C 10.92 11.30 30.55  -0.21
O 10.38 10.05 30.91  -0.23
C 11.15 8.96 30.45  -0.05
N 10.15 12.48 32.49  0.11
H 10.22 13.99 29.43  0.11
H 11.57 13.97 30.29  0.10
H 10.25 14.73 31.13  0.10
H 9.08 12.32 30.65  0.14
H 11.94 11.40 30.92  0.14
H 11.04 11.34 29.47  0.15
H 12.15 8.97 30.90  0.09
H 11.18 9.02 29.36  0.12
H 10.57 8.07 30.69  0.09
H 11.11 12.44 32.80  0.09
H 9.81 13.39 32.78  0.09
C 15.57 8.06 38.19  0.02
C 14.37 8.95 37.72  -0.40
C 13.48 9.39 38.87  -0.18
O 12.39 10.23 38.50  -0.25
C 11.41 10.43 39.49  -0.08
N 14.63 10.08 36.85  0.10
H 15.13 7.25 38.76  0.09
H 16.43 8.47 38.72  0.11
H 15.87 7.54 37.27  0.06
H 13.61 8.41 37.16  0.11
H 14.05 10.15 39.40  0.15
H 13.19 8.62 39.58  0.14
H 12.02 10.87 40.28  0.11
H 11.02 9.57 40.04  0.10
H 10.67 11.20 39.28  0.11
H 15.27 10.75 37.26  0.12
H 15.21 9.63 36.15  0.07
C 11.55 4.70 39.17  -0.03
C 10.70 5.54 38.24  -0.39
C 10.22 6.98 38.67  -0.09
O 9.45 7.43 37.49  -0.25
C 8.63 8.55 37.69  -0.07
N 11.46 5.67 36.99  0.05
H 11.60 3.72 38.70  0.10
H 11.29 4.53 40.22  0.10
H 12.56 5.10 39.26  0.08
H 9.82 4.97 37.97  0.13
H 11.11 7.58 38.85  0.10
H 9.73 6.95 39.65  0.15
H 8.09 8.74 36.76  0.09
H 9.21 9.40 38.05  0.08
H 7.93 8.26 38.47  0.12
H 12.04 4.85 36.90  0.09
H 11.98 6.53 36.95  0.06
C 12.34 4.71 31.92  -0.03
C 11.19 5.32 32.67  -0.40
C 9.80 4.81 32.21  -0.17
O 8.75 5.35 33.01  -0.23
C 7.46 5.30 32.33  -0.04
N 11.35 4.88 34.07  0.06
H 12.52 5.21 30.97  0.09
H 12.19 3.64 31.72  0.11
H 13.23 4.76 32.55  0.08
H 11.19 6.41 32.78  0.11
H 9.82 3.73 32.05  0.15
H 9.61 5.21 31.22  0.13
H 6.76 6.10 32.57  0.10
H 7.04 4.32 32.54  0.11
H 7.48 5.06 31.26  0.10
H 11.46 3.88 34.01  0.11
H 12.27 5.04 34.46  0.08
C 16.00 7.21 34.38  -0.03
C 15.39 8.27 33.42  -0.41
C 14.91 7.62 32.08  -0.17
O 15.87 6.82 31.31  -0.20
C 15.67 6.60 29.87  -0.05
N 14.29 8.97 33.99  0.04
H 16.46 7.82 35.16  0.06
H 16.92 6.71 34.08  0.10
H 15.22 6.51 34.68  0.08
H 16.17 9.01 33.23  0.15
H 14.48 8.45 31.52  0.10
H 14.20 6.81 32.21  0.09
H 14.69 6.17 29.62  0.07
H 16.33 5.85 29.44  0.10
H 15.82 7.55 29.35  0.09
H 13.52 8.38 34.27  0.04
H 13.99 9.77 33.44  0.07

[5]
The following is a DFT calculation (ωB97M-V/def2-TZVPD) of a structure of composition C21H56F3N6O9P2SV at a distorted geometry.

Calculated values
DFT total energy (eV): -113304.8119
Net charge: +1
⟨S²⟩: 3.75
Multiplicity: 4
E_LUMO (spin up / spin down) (eV): -1.738 / -1.738
Orbital gap (spin up / spin down) (eV): 8.541 / 9.787
Relative energy (zero: lowest compared OMol25 entry of this formula, charge and spin) (kcal per mole): 0.0

Last column: Löwdin charge in e.
CARTESIAN COORDINATES (ANGSTROEM)
V -11.91 -7.89 9.86  0.90
C -13.05 -3.70 11.12  -0.64
F -12.08 -3.61 12.04  0.13
F -14.03 -4.40 11.70  0.12
F -13.52 -2.43 10.87  0.11
S -12.45 -4.45 9.57  0.43
O -12.07 -5.76 9.98  -0.36
O -13.58 -4.31 8.73  -0.26
O -11.36 -3.59 9.26  -0.26
C -13.25 -7.73 7.02  -0.05
O -13.39 -7.93 8.41  -0.29
C -14.78 -8.04 8.75  -0.12
C -14.97 -7.76 10.23  -0.13
O -13.79 -8.19 10.98  -0.27
C -13.94 -7.84 12.34  -0.06
H -12.22 -7.94 6.84  0.06
H -13.55 -6.69 6.71  0.13
H -13.78 -8.45 6.41  0.10
H -15.17 -9.03 8.48  0.12
H -15.35 -7.30 8.16  0.15
H -15.83 -8.29 10.61  0.13
H -15.11 -6.72 10.47  0.12
H -14.35 -8.64 12.96  0.10
H -14.68 -7.03 12.39  0.10
H -12.98 -7.47 12.66  0.06
C -11.20 -9.97 4.34  -0.07
O -11.05 -9.66 5.73  -0.21
C -9.70 -9.31 6.11  -0.17
C -9.68 -9.04 7.61  -0.17
O -10.30 -7.80 8.11  -0.25
C -9.35 -6.71 8.13  -0.04
H -11.38 -9.05 3.82  0.08
H -12.07 -10.62 4.23  0.09
H -10.30 -10.50 3.97  0.10
H -9.37 -8.43 5.59  0.12
H -8.93 -10.10 5.98  0.14
H -8.60 -8.95 7.82  0.12
H -10.05 -9.85 8.19  0.07
H -8.81 -6.64 7.14  0.12
H -8.59 -6.78 8.89  0.07
H -9.93 -5.80 8.30  0.09
O -11.64 -10.08 9.85  -0.30
P -12.27 -11.40 10.10  0.51
N -13.82 -11.59 9.60  -0.30
C -14.07 -11.61 8.18  -0.10
C -14.95 -11.50 10.48  -0.07
N -12.16 -11.70 11.71  -0.30
C -12.03 -13.02 12.25  -0.07
C -12.23 -10.66 12.65  -0.12
N -11.54 -12.59 9.26  -0.27
C -12.13 -13.92 9.11  -0.10
C -10.07 -12.45 9.10  -0.04
H -13.53 -10.81 7.62  0.09
H -15.16 -11.64 7.97  0.10
H -13.74 -12.55 7.67  0.08
H -15.62 -12.34 10.32  0.10
H -15.45 -10.55 10.35  0.07
H -14.55 -11.64 11.48  0.07
H -11.61 -12.99 13.23  0.09
H -12.99 -13.54 12.20  0.10
H -11.32 -13.58 11.70  0.06
H -12.05 -9.71 12.18  0.04
H -13.24 -10.71 13.18  0.11
H -11.53 -10.79 13.50  0.10
H -11.53 -14.64 9.64  0.08
H -13.15 -13.96 9.44  0.07
H -12.09 -14.21 8.05  0.09
H -9.90 -11.93 8.19  0.06
H -9.64 -13.44 9.08  0.09
H -9.64 -11.88 9.92  0.06
O -10.61 -7.56 11.60  -0.33
P -9.27 -7.68 12.29  0.54
N -8.41 -6.39 11.85  -0.33
C -9.11 -5.15 11.67  -0.08
C -7.05 -6.16 12.15  -0.12
N -8.35 -8.93 11.82  -0.29
C -8.41 -10.24 12.39  -0.09
C -7.65 -8.88 10.61  -0.11
N -9.55 -7.95 13.87  -0.29
C -8.34 -7.97 14.70  -0.10
C -10.71 -7.55 14.66  -0.08
H -10.09 -5.35 11.26  0.05
H -8.54 -4.53 10.99  0.09
H -9.13 -4.62 12.64  0.11
H -6.87 -5.64 13.11  0.10
H -6.67 -5.53 11.32  0.11
H -6.51 -7.11 12.18  0.08
H -9.23 -10.81 11.92  0.07
H -7.47 -10.78 12.19  0.10
H -8.50 -10.30 13.47  0.08
H -6.65 -9.33 10.77  0.11
H -8.17 -9.41 9.79  0.09
H -7.44 -7.88 10.36  0.05
H -8.51 -8.58 15.61  0.10
H -7.46 -8.39 14.20  0.07
H -8.10 -6.93 14.95  0.09
H -11.63 -7.54 14.00  0.07
H -10.59 -6.58 15.11  0.08
H -10.89 -8.31 15.44  0.10

- Look up the DFT total energy of the fourth one.
  -47651.5068 eV

- Number 4 is which compound?
  C21H55Be3N5O8